Record 1
C2H8 | the ωB97M-V functional and the def2-TZVPD basis

Calculated values
LUMO level	1.030	eV
E	-80.98162	Ha
charge	0
orbital gap	14.36	eV
ΔE to the lowest compared entry with this formula, charge and spin	0.3	kcal per mole
strongest force on any atom	0.4	eV/Å

Each line ends with the natural charge from an NBO analysis.
Atoms and positions in Å:
C -2.1574 1.3490 -0.9446  -0.852
H -2.6504 1.2796 0.0363  0.213
H -1.3500 2.0945 -0.8979  0.213
H -2.8929 1.6522 -1.7043  0.213
H -1.7362 0.3690 -1.2134  0.213
C 2.1573 -1.3487 0.9448  -0.852
H 2.4402 -0.4633 1.5330  0.213
H 1.7727 -1.0307 -0.0355  0.213
H 1.3777 -1.9108 1.4798  0.213
H 3.0389 -1.9909 0.8018  0.213

Record 2
C35H31BeN4O5S2 | the ωB97M-V functional and the def2-TZVPD basis

Calculated values
LUMO level	0.849	eV
E	-2758.93506	Ha
charge	-1
orbital gap	6.40	eV
ΔE to the lowest compared entry with this formula, charge and spin	1.5	kcal per mole
strongest force on any atom	0.4	eV/Å

Each line ends with the Mulliken charge.
Atoms and positions in Å:
Be -0.4435 0.9188 -0.1606  -1.505
O 1.2442 7.2025 -1.4062  -0.723
C 0.0918 6.7559 -1.3054  0.379
O -1.0234 7.3003 -1.3525  -0.723
C 0.0242 5.2168 -1.0840  -0.604
C -1.1943 4.5933 -0.8234  -0.848
C -1.2173 3.2219 -0.7138  0.080
N -0.1063 2.4776 -0.8130  0.662
C 1.0502 3.0471 -1.1352  1.181
C 1.1493 4.4231 -1.2667  -0.959
C 2.1199 2.0848 -1.5036  0.274
C 3.4479 2.4617 -1.6539  -0.596
C 4.3541 1.5103 -2.0905  -0.562
C 3.9078 0.2241 -2.3487  -0.813
C 2.5687 -0.0661 -2.1325  -0.379
N 1.6894 0.8385 -1.7195  -0.099
C -2.4258 2.3680 -0.6429  1.241
C -3.7237 2.8400 -0.6695  -0.620
C -4.7567 1.9211 -0.7683  -0.710
C -4.4599 0.5718 -0.8575  -0.792
C -3.1375 0.1684 -0.7960  0.157
N -2.1434 1.0488 -0.6698  0.904
H -2.0782 5.2131 -0.7649  0.638
H 2.0707 4.9172 -1.5415  0.507
H 3.7622 3.4706 -1.4287  0.446
H 5.3967 1.7693 -2.2211  0.410
H 4.5821 -0.5483 -2.6914  0.418
H 2.1846 -1.0674 -2.2932  0.831
H -3.9157 3.9022 -0.6344  0.476
H -5.7834 2.2619 -0.7957  0.452
H -5.2351 -0.1735 -0.9602  0.487
H -2.8491 -0.8765 -0.8384  0.187
O 1.7666 -6.2389 -0.1067  -0.662
S 0.3367 -6.1434 -0.2438  1.176
O -0.4423 -7.3019 0.1052  -0.683
N -0.2290 -4.8061 0.5074  -0.586
C -0.7304 -3.9392 -0.3363  0.228
S -1.3955 -2.4470 0.0814  -0.240
C -0.6451 -4.3703 -1.7781  0.508
C -1.0434 -3.6885 -2.9151  -0.287
C -0.8545 -4.2954 -4.1503  -0.718
C -0.2798 -5.5610 -4.2463  -0.410
C 0.1255 -6.2423 -3.1050  -0.685
C -0.0674 -5.6178 -1.8899  -0.140
H -1.4862 -2.7057 -2.8194  0.421
H -1.1582 -3.7796 -5.0529  0.390
H -0.1453 -6.0163 -5.2195  0.372
H 0.5766 -7.2242 -3.1640  0.411
C 2.0451 -1.8234 0.2447  -0.956
C 2.4889 -1.0512 1.4819  0.413
C 3.1634 0.2822 1.1471  -1.378
C 1.3944 -0.8525 2.5219  0.354
C 1.5521 -1.4975 3.7442  -1.110
C 0.6795 -1.3008 4.7986  -1.267
C -0.3551 -0.3985 4.6289  -0.965
C -0.5655 0.2638 3.4225  0.436
C -1.7287 1.2400 3.3771  0.499
C -1.3512 2.6305 2.8653  -1.472
C -2.9270 0.6395 2.6453  -1.175
C 0.2865 -0.0127 2.3367  1.175
O 0.0795 0.5664 1.1443  -0.114
H 2.9040 -2.0043 -0.4093  0.443
H 1.2822 -1.2852 -0.3167  -0.467
H 1.6261 -2.7865 0.5319  0.458
H 3.2460 -1.6699 1.9728  0.710
H 2.4498 0.9797 0.7091  0.014
H 3.9863 0.1345 0.4413  0.389
H 3.5654 0.7443 2.0511  0.454
H 2.3929 -2.1713 3.8613  0.401
H 0.8135 -1.8251 5.7358  0.363
H -1.0338 -0.1966 5.4503  0.372
H -2.0358 1.3756 4.4184  0.631
H -0.9550 2.6018 1.8530  0.202
H -0.5825 3.0745 3.4998  0.407
H -2.2226 3.2906 2.8755  0.415
H -2.6632 0.3835 1.6222  0.015
H -3.7714 1.3346 2.6323  0.425
H -3.2428 -0.2859 3.1289  0.437

Record 3
C16H20F12O8 | the ωB97M-V functional and the def2-TZVPD basis

Calculated values
LUMO level	0.001	eV
E	-2421.85955	Ha
charge	0
orbital gap	10.59	eV
ΔE to the lowest compared entry with this formula, charge and spin	131.2	kcal per mole
strongest force on any atom	9.6	eV/Å

Each line ends with the natural charge from an NBO analysis.
Atoms and positions in Å:
C -0.0830 1.5174 -5.6367  -0.627
C 0.1670 0.6934 -4.3597  -0.088
O 1.0620 1.4194 -3.4897  -0.485
C 1.3660 0.8304 -2.2877  0.693
O 1.0190 -0.2176 -1.8847  -0.537
C 2.2400 1.7124 -1.4867  0.896
F 3.2090 0.9134 -0.9117  -0.315
F 2.9610 2.5904 -2.2937  -0.321
F 1.5540 2.3944 -0.6217  -0.277
H -0.7930 2.3504 -5.7147  0.239
H -0.5080 0.7834 -6.3847  0.219
H 0.8630 1.7794 -6.0597  0.210
H 0.8340 -0.0226 -4.5907  0.189
H -0.8480 0.4784 -4.1247  0.201
C -0.6580 -0.7176 5.7753  -0.634
C -0.1220 0.4904 4.9603  -0.068
O 1.1520 0.9934 5.3933  -0.453
C 1.5690 2.0814 5.0243  0.687
O 1.0320 2.9384 4.3393  -0.596
C 2.9150 2.4534 5.5913  0.908
F 3.8170 1.5924 5.0053  -0.356
F 3.3930 3.6234 5.2933  -0.292
F 2.8420 2.2534 6.7633  -0.263
H -0.5820 -0.2756 6.7033  0.219
H 0.1030 -1.4826 5.7113  0.216
H -1.4680 -1.2286 5.3803  0.236
H -0.7820 1.2854 4.9733  0.191
H 0.0780 0.2504 3.8643  0.204
C -0.1760 -4.5086 -1.0657  -0.640
C -0.0930 -3.1996 -0.3087  -0.075
O 1.1790 -2.9626 0.1873  -0.462
C 1.3010 -2.0606 1.2343  0.705
O 0.3610 -1.3156 1.6513  -0.549
C 2.7390 -2.0846 1.8213  0.903
F 3.7570 -2.5016 1.0293  -0.294
F 3.1440 -0.8316 2.1353  -0.300
F 2.8030 -2.8376 3.0423  -0.331
H 0.4210 -4.6486 -1.9807  0.221
H -1.2230 -4.7826 -1.5177  0.233
H 0.2820 -5.3366 -0.4067  0.217
H -0.7930 -3.2626 0.3473  0.181
H -0.3550 -2.3506 -0.9897  0.194
C -1.8150 1.1024 -0.0427  -0.661
C -2.3140 1.6714 -1.3717  -0.081
O -2.9830 0.6144 -2.1927  -0.478
C -3.2470 0.7744 -3.4267  0.691
O -2.9630 1.7484 -4.1097  -0.577
C -4.1190 -0.3416 -4.0587  0.914
F -3.6040 -0.5706 -5.4007  -0.350
F -3.8120 -1.4886 -3.4697  -0.292
F -5.4010 0.0894 -4.1117  -0.286
H -0.8550 0.4144 -0.1177  0.241
H -2.5910 0.5754 0.5613  0.228
H -1.3380 1.9854 0.6353  0.243
H -1.5090 2.1444 -1.8397  0.203
H -3.1280 2.4864 -1.1637  0.205

Record 4
C27H28FN5O13S2 | the ωB97M-V functional and the def2-TZVPD basis

Calculated values
LUMO level	-1.158	eV
E	-3193.23545	Ha
charge	0
orbital gap	8.42	eV
strongest force on any atom	7.5	eV/Å

Each line ends with the Mulliken charge.
Atoms and positions in Å:
O 1.6221 1.2512 -0.2818  -0.624
S 0.3974 0.2751 -0.1673  1.175
O -0.8728 1.1946 -0.3038  -0.698
O 0.4534 -0.8833 -1.4339  -0.419
C 0.3763 -0.5171 1.5503  -0.642
C -0.3355 -2.0052 1.5564  -0.183
C 0.5808 -3.1340 2.3668  -0.651
N 1.1129 -4.1585 1.3956  -0.323
S 2.7142 -3.8122 0.8134  1.072
O 3.5677 -5.1401 0.8367  -0.593
O 3.4861 -2.7108 1.5730  -0.500
F 2.6289 -3.3512 -0.8652  -0.200
H 1.4463 -0.9605 -1.6468  0.347
H 1.4758 -0.5723 2.0110  0.442
H -0.2842 0.1648 2.2627  0.395
H -0.5776 -2.3811 0.4528  0.351
H -1.3628 -1.9056 2.1400  0.013
H -0.1941 -3.7118 3.0679  0.338
H 1.3700 -2.6645 3.0903  0.394
H 0.9814 -5.1429 1.7145  0.339
C -6.8549 -0.6304 0.3662  -0.391
C -6.7164 -1.7700 -0.4277  -0.431
C -5.7807 -2.7494 -0.0889  -0.361
C -4.9886 -2.5787 1.0549  0.135
C -5.1202 -1.4319 1.8493  -0.194
C -6.0574 -0.4580 1.4988  -0.576
N -4.0211 -3.6166 1.4305  1.046
O -3.9209 -4.6074 0.6916  -0.596
O -3.3631 -3.4448 2.4667  -0.604
H -7.5898 0.1279 0.1011  0.374
H -7.3405 -1.8965 -1.3097  0.369
H -5.6849 -3.6318 -0.7178  0.430
H -4.5085 -1.2843 2.7369  0.433
H -6.1693 0.4343 2.1108  0.378
C 2.3966 -5.5550 -6.1926  -0.359
C 2.2651 -5.3725 -4.8151  -0.544
C 2.6608 -4.1693 -4.2277  -0.147
C 3.1850 -3.1492 -5.0335  0.018
C 3.3253 -3.3326 -6.4156  -0.348
C 2.9287 -4.5413 -6.9913  -0.440
N 3.5791 -1.8727 -4.4255  0.982
O 3.4573 -1.7561 -3.1970  -0.587
O 4.0069 -0.9836 -5.1755  -0.577
H 2.0814 -6.4929 -6.6469  0.366
H 1.8509 -6.1678 -4.1991  0.379
H 2.5518 -4.0427 -3.1527  0.483
H 3.7351 -2.5512 -7.0521  0.432
H 3.0307 -4.6923 -8.0637  0.367
C 3.7050 4.0712 2.9461  -0.523
C 3.6680 4.2395 4.3311  -0.466
C 2.7615 3.5082 5.1010  -0.397
C 1.8958 2.6035 4.4711  -0.179
C 1.9256 2.4381 3.0800  0.290
C 2.8346 3.1772 2.3202  -0.377
N 0.9581 1.8130 5.2775  0.959
O 0.9490 2.0018 6.5031  -0.583
O 0.2325 0.9997 4.6877  -0.583
H 4.4175 4.6395 2.3506  0.397
H 4.3486 4.9393 4.8115  0.376
H 2.7451 3.6508 6.1793  0.441
H 1.2560 1.7431 2.5776  0.048
H 2.8675 3.0537 1.2400  0.481
C -1.3736 4.0678 -1.8660  -0.444
C -0.6969 4.0408 -0.6456  0.072
C -0.5247 5.2179 0.0853  -0.496
C -1.0406 6.4212 -0.4154  -0.082
C -1.7136 6.4525 -1.6440  -0.387
C -1.8772 5.2694 -2.3674  -0.444
N -0.8850 7.6575 0.3604  0.981
O -0.2670 7.5920 1.4334  -0.591
O -1.3840 8.6945 -0.0997  -0.597
H -1.5103 3.1465 -2.4296  0.417
H -0.3060 3.1008 -0.2622  0.321
H 0.0050 5.1801 1.0347  0.513
H -2.1148 7.3802 -2.0468  0.426
H -2.4009 5.2828 -3.3207  0.360

Record 5
C12H16BO2PdS3 | the ωB97M-V functional and the def2-TZVPD basis

Calculated values
LUMO level (spin up / spin down)	-2.235 / -5.706	eV
E	-1964.50311	Ha
charge	+1
orbital gap (spin up / spin down)	9.06 / 5.99	eV
ΔE to the lowest compared entry with this formula, charge and spin	0.0	kcal per mole
strongest force on any atom	0.1	eV/Å
spin multiplicity	3

Each line ends with the Mulliken spin population.
Atoms and positions in Å:
Pd -0.8217 1.3808 1.5806  0.801
C -2.0712 4.3222 0.9485  -0.042
C -1.2484 3.9753 -0.2792  0.008
S -1.4149 2.2004 -0.6310  0.168
C 0.0409 1.8706 -1.6554  -0.003
C 1.3729 1.8804 -0.9292  -0.005
S 1.4331 0.8459 0.5714  0.095
C -0.3902 -0.3760 3.1403  0.059
C -1.4156 0.3366 3.6556  -0.007
S -1.6021 3.3594 2.4074  0.877
H -3.1329 4.1293 0.7749  0.036
H -1.9602 5.3804 1.1809  0.006
H -0.1967 4.2037 -0.1104  -0.003
H -1.6024 4.5300 -1.1479  0.000
H 0.0463 2.6053 -2.4621  0.010
H -0.1444 0.8937 -2.0994  -0.002
H 1.6439 2.8775 -0.5846  0.001
H 2.1572 1.5347 -1.6012  0.004
H 0.6304 -0.2034 3.4585  -0.003
H -0.5657 -1.2387 2.5083  0.008
H -1.2462 1.1065 4.3973  0.001
H -2.4433 0.0615 3.4541  -0.006
O 1.1099 -1.9471 0.6207  0.027
B 1.2402 -0.8225 -0.1524  -0.041
O 1.2296 -1.0732 -1.5022  0.004
C 1.0977 -2.4595 -1.5835  0.003
C 1.0414 -3.2466 -2.7078  0.000
C 0.9069 -4.6154 -2.4875  0.000
C 0.8361 -5.1439 -1.2021  0.000
C 0.8960 -4.3309 -0.0725  0.000
C 1.0267 -2.9836 -0.3066  0.001
H 1.1033 -2.8255 -3.7011  0.000
H 0.8596 -5.2827 -3.3367  0.000
H 0.7355 -6.2129 -1.0755  0.000
H 0.8484 -4.7322 0.9298  0.000